# 1
{"formula": "C31H67B2CrF8NO22", "method": "the ωB97M-V functional and the def2-TZVPD basis", "total_energy_ev": -131291.43146, "spin_multiplicity": 5, "species": ["Cr", "F", "F", "F", "F", "F", "F", "F", "F", "O", "O", "O", "O", "O", "O", "O", "O", "O", "O", "O", "O", "O", "O", "O", "O", "O", "O", "O", "O", "O", "O", "N", "C", "C", "C", "C", "C", "C", "C", "C", "C", "C", "C", "C", "C", "C", "C", "C", "C", "C", "C", "C", "C", "C", "C", "C", "C", "C", "C", "C", "C", "C", "C", "B", "B", "H", "H", "H", "H", "H", "H", "H", "H", "H", "H", "H", "H", "H", "H", "H", "H", "H", "H", "H", "H", "H", "H", "H", "H", "H", "H", "H", "H", "H", "H", "H", "H", "H", "H", "H", "H", "H", "H", "H", "H", "H", "H", "H", "H", "H", "H", "H", "H", "H", "H", "H", "H", "H", "H", "H", "H", "H", "H", "H", "H", "H", "H", "H", "H", "H", "H", "H"], "positions_angstrom": [[-11.87620, 11.32570, -9.59104], [-11.81056, 13.19896, -10.58446], [-13.04868, 12.77538, -5.82214], [-11.87332, 14.67363, -8.93919], [-14.74734, 11.78865, -6.96888], [-12.98577, 12.38339, -8.06560], [-12.27789, 15.32978, -11.10905], [-14.35934, 13.93023, -7.26646], [-10.17572, 14.77488, -10.30242], [-15.80439, 4.14671, -11.14257], [-18.89320, 5.72656, -15.05675], [-18.87495, 6.70062, -12.93267], [-14.00804, 8.50956, -17.03872], [-19.26799, 12.54073, -16.40979], [-19.64485, 10.74573, -7.52141], [-18.72051, 14.69362, -16.94460], [-15.22676, 14.77330, -16.31839], [-14.60165, 16.91452, -15.76539], [-13.44229, 9.30846, -14.95017], [-10.62745, 10.75123, -11.44694], [-17.54984, 7.44791, -14.65849], [-16.04447, 2.29547, -10.08470], [-19.15395, 14.22440, -14.91087], [-9.96471, 11.51115, -13.49382], [-18.02703, 9.45997, -6.56609], [-13.54178, 15.21122, -14.96206], [-19.45063, 10.19329, -5.29325], [-14.04496, 7.26411, -15.14183], [-9.68270, 9.42976, -13.12583], [-13.85483, 11.20001, -10.52896], [-15.32304, 4.28864, -8.85903], [-14.53222, 14.17146, -10.18447], [-16.34458, 18.63814, -15.45977], [-12.94879, 10.52399, -15.32075], [-19.07268, 10.23048, -6.57712], [-11.25803, 7.68502, -12.61470], [-18.45431, 6.63786, -14.06528], [-18.08724, 14.39286, -18.19803], [-14.54960, 15.54701, -15.67414], [-10.05977, 10.57663, -12.54490], [-19.07186, 13.69778, -16.08168], [-13.91535, 5.54425, -11.81558], [-21.88142, 9.73709, -5.48245], [-19.66634, 13.48322, -13.81838], [-19.96006, 4.82909, -14.69465], [-15.34162, 11.10792, -12.47485], [-16.92268, 8.55638, -14.07032], [-15.27806, 9.11314, -10.89365], [-9.84082, 8.20915, -12.32784], [-13.36220, 5.45225, -16.62566], [-13.18270, 13.90676, -14.66129], [-21.32051, 5.34280, -14.97549], [-17.46592, 9.17948, -7.87789], [-13.82113, 8.35434, -15.86280], [-16.46695, 1.55789, -8.90855], [-10.16993, 12.81290, -13.05186], [-20.73366, 10.63279, -5.02598], [-18.66611, 12.36220, -13.27022], [-14.47840, 6.10170, -15.78691], [-15.63812, 3.64679, -9.92291], [-15.71855, 17.52250, -16.40225], [-15.05283, 10.66998, -10.99448], [-15.39185, 5.40080, -11.47443], [-13.75569, 12.68186, -7.02202], [-11.53025, 14.49598, -10.26787], [-16.32107, 2.22776, -8.06114], [-22.11031, 4.62957, -14.73970], [-13.41844, 5.20756, -10.90573], [-15.31487, 17.92867, -17.32970], [-16.34427, 10.77940, -12.74847], [-13.39229, 6.12714, -17.48107], [-17.47433, 1.15586, -9.01657], [-11.15987, 12.94631, -12.61560], [-17.32114, 10.06316, -8.49937], [-12.11399, 10.36452, -16.00323], [-14.69235, 10.69804, -13.24850], [-8.99868, 7.58679, -12.63045], [-11.43133, 6.81066, -11.98735], [-17.54449, 8.99889, -13.29209], [-12.09744, 13.88253, -14.75991], [-15.86063, 11.02557, -10.35486], [-16.57010, 9.29884, -14.78624], [-18.47501, 11.54432, -13.96496], [-16.69374, 18.18638, -14.53128], [-18.17775, 8.59537, -8.46119], [-19.91548, 4.58592, -13.63306], [-12.34579, 5.34387, -16.24716], [-13.83496, 4.54323, -16.99753], [-14.65329, 5.38265, -14.98662], [-15.23170, 14.54922, -10.80746], [-21.88738, 9.64716, -6.56871], [-17.65470, 12.74818, -13.14306], [-15.50183, 6.25317, -16.13004], [-20.69978, 13.21046, -14.03220], [-15.85125, 0.65902, -8.94083], [-11.36297, 7.30989, -13.63272], [-15.28338, 12.19398, -12.40275], [-12.55010, 11.08283, -14.47408], [-9.79319, 8.41394, -11.25831], [-20.82812, 10.83635, -3.95933], [-14.61680, 8.59596, -11.58890], [-15.72168, 6.02490, -10.64388], [-12.00534, 8.45066, -12.40630], [-15.60385, 19.43766, -15.44634], [-21.77613, 8.73085, -5.07686], [-13.83039, 4.80510, -12.61216], [-16.53547, 8.62709, -8.00914], [-18.18801, 13.33384, -18.43556], [-19.67641, 14.23181, -13.02616], [-13.63254, 13.27704, -15.42888], [-16.02679, 5.77711, -12.27651], [-19.14934, 11.88840, -12.41576], [-13.63570, 6.58626, -11.97082], [-21.64625, 5.78801, -15.91558], [-13.42187, 13.73190, -13.61233], [-22.82647, 10.10861, -5.08628], [-14.65212, 13.16885, -10.20652], [-19.86372, 3.91204, -15.27588], [-20.90208, 11.59606, -5.50749], [-16.43047, 16.75076, -16.69496], [-16.27584, 8.84027, -11.23729], [-10.24599, 13.42205, -13.95256], [-18.66247, 14.99066, -18.90503], [-21.54251, 6.17374, -14.30589], [-17.21441, 19.10344, -15.92344], [-15.19912, 8.70357, -9.88661], [-17.05545, 14.74318, -18.22579], [-14.89465, 14.46848, -9.28975], [-9.37996, 13.13723, -12.37446], [-13.69538, 11.10926, -15.85756], [-16.04791, 8.26460, -13.48916], [-13.56890, 14.36827, -10.41554]], "lowdin_charge": [1.204, 0.090, 0.136, 0.165, 0.196, 0.145, 0.139, 0.105, 0.159, 0.036, 0.005, 0.127, 0.161, 0.114, 0.118, -0.027, 0.112, 0.018, -0.044, 0.022, -0.007, -0.048, 0.041, 0.029, 0.046, 0.033, 0.046, 0.006, 0.054, -0.324, 0.060, 0.352, -0.038, -0.091, -0.609, -0.049, -0.495, -0.035, -0.581, -0.497, -0.601, -0.033, -0.062, -0.158, -0.236, -0.030, -0.061, -0.047, -0.146, -0.039, -0.026, -0.090, -0.020, -0.560, -0.032, -0.043, -0.256, -0.043, -0.223, -0.435, -0.194, -0.529, -0.269, -1.414, -1.364, 0.089, 0.082, 0.084, 0.121, 0.043, 0.067, 0.087, 0.079, 0.081, 0.111, 0.061, 0.130, 0.070, 0.086, 0.085, 0.113, 0.108, 0.053, 0.074, 0.096, 0.122, 0.087, 0.082, 0.106, 0.148, 0.074, 0.056, 0.135, 0.129, 0.088, 0.084, 0.054, 0.083, 0.115, 0.125, 0.052, 0.120, 0.078, 0.071, 0.076, 0.088, 0.082, 0.092, 0.115, 0.087, 0.119, 0.080, 0.048, 0.082, 0.098, 0.078, 0.093, 0.122, 0.120, 0.099, 0.067, 0.099, 0.090, 0.076, 0.067, 0.066, 0.074, 0.135, 0.121, 0.098, 0.070, 0.069]}


# 2
{"formula": "C31H67BN3O16", "method": "the ωB97M-V functional and the def2-TZVPD basis", "total_energy_ev": -71137.39544, "spin_multiplicity": 2, "species": ["O", "O", "O", "O", "O", "O", "O", "O", "O", "O", "O", "O", "O", "O", "O", "O", "N", "N", "N", "C", "C", "C", "C", "C", "C", "C", "C", "C", "C", "C", "C", "C", "C", "C", "C", "C", "C", "C", "C", "C", "C", "C", "C", "C", "C", "C", "C", "C", "C", "C", "B", "H", "H", "H", "H", "H", "H", "H", "H", "H", "H", "H", "H", "H", "H", "H", "H", "H", "H", "H", "H", "H", "H", "H", "H", "H", "H", "H", "H", "H", "H", "H", "H", "H", "H", "H", "H", "H", "H", "H", "H", "H", "H", "H", "H", "H", "H", "H", "H", "H", "H", "H", "H", "H", "H", "H", "H", "H", "H", "H", "H", "H", "H", "H", "H", "H", "H", "H"], "positions_angstrom": [[-16.15500, 18.73524, -12.07258], [-17.29776, 23.47974, -9.46617], [-16.98131, 16.59419, -8.19951], [-19.91157, 19.60867, -7.54995], [-15.61053, 23.16366, -11.86062], [-10.28885, 19.92431, -12.80386], [-21.81652, 13.66707, -2.14932], [-17.70798, 21.52996, -7.05306], [-18.18477, 17.70601, -14.18605], [-17.76970, 14.96417, -6.72481], [-16.98454, 20.71852, -10.08261], [-16.91762, 17.28800, -10.58635], [-15.55809, 18.39266, -6.08291], [-17.60207, 18.86674, -8.97536], [-20.19029, 15.37129, -8.07903], [-18.95633, 16.80714, -9.26526], [-14.45287, 18.39371, -5.23569], [-11.01489, 18.81696, -12.14672], [-22.07372, 14.79254, -2.78256], [-11.08936, 16.58437, -11.08641], [-21.79225, 16.22643, -4.75802], [-10.14998, 17.73942, -11.59172], [-22.10232, 17.44164, -3.90762], [-16.69665, 18.49839, -10.96507], [-21.57582, 13.76516, -5.05109], [-12.09920, 20.12825, -10.50052], [-21.32362, 14.90425, -4.05392], [-12.23918, 16.97563, -10.15531], [-13.12192, 17.88988, -11.04053], [-13.58548, 16.13304, -5.88245], [-20.98729, 16.35034, -1.15774], [-14.20999, 20.75303, -5.12913], [-13.11324, 17.17351, -3.64416], [-12.20475, 19.38929, -4.36926], [-22.27581, 15.91888, -1.86010], [-14.09535, 17.01780, -4.73433], [-13.17118, 19.75892, -12.80105], [-23.33903, 15.61564, -0.81699], [-9.28762, 18.20490, -10.47370], [-12.34009, 19.19576, -11.67623], [-9.16854, 17.18425, -12.73275], [-22.92954, 17.05271, -2.64088], [-13.43794, 19.45990, -5.36351], [-12.81140, 19.64650, -6.78116], [-15.40784, 16.40550, -4.15112], [-11.77449, 17.98236, -3.98830], [-17.81974, 15.76297, -7.66840], [-19.15915, 15.91837, -8.42211], [-17.08706, 19.47850, -9.93601], [-19.77278, 15.04008, -3.83092], [-17.61948, 17.37057, -9.25858], [-13.94876, 18.31948, -10.47495], [-13.45691, 21.53179, -5.24950], [-11.90012, 17.49472, -9.25882], [-19.87725, 18.70989, -7.22245], [-16.88434, 21.07242, -6.88426], [-12.17483, 20.52911, -6.84341], [-11.75240, 19.61775, -9.60207], [-19.31639, 14.40118, -3.07486], [-17.45250, 18.03663, -13.66576], [-14.20774, 16.09205, -6.77644], [-23.94034, 16.72589, -2.88494], [-18.31876, 20.83846, -7.30804], [-9.74539, 16.74957, -13.54909], [-13.67126, 19.81296, -7.43004], [-21.18663, 13.95749, -6.05091], [-13.46231, 17.53298, -2.67615], [-12.58931, 16.29699, -6.29340], [-15.96373, 17.10576, -3.52764], [-19.26374, 14.72153, -4.74059], [-13.98356, 20.37816, -12.42069], [-13.72560, 17.28578, -11.71783], [-20.14785, 16.52852, -1.82981], [-12.64829, 20.48444, -13.42418], [-9.88025, 20.56809, -12.22060], [-22.63056, 13.49443, -5.09932], [-12.85682, 16.18563, -9.72810], [-20.70156, 15.52740, -0.50258], [-22.92226, 17.94743, -2.01836], [-9.91901, 18.57598, -9.66639], [-11.07503, 17.91013, -3.15545], [-16.38684, 23.42704, -11.36645], [-15.86472, 22.34639, -12.28921], [-15.35527, 17.85114, -6.84922], [-8.60403, 16.34779, -12.32072], [-22.56002, 13.09744, -2.35984], [-23.57184, 16.47140, -0.18330], [-22.62920, 16.02995, -5.42810], [-20.46785, 19.55973, -8.32738], [-21.15474, 17.17733, -0.46770], [-13.62062, 15.11433, -5.49631], [-22.74534, 18.01867, -4.57220], [-10.56008, 15.77266, -10.58733], [-21.22208, 18.04334, -3.68127], [-13.05689, 20.55144, -10.19748], [-17.79451, 17.04288, -14.75543], [-13.51862, 18.96604, -13.46343], [-12.28233, 18.74783, -7.09829], [-17.50491, 23.71205, -8.56099], [-15.18583, 15.54694, -3.51733], [-24.28631, 15.25209, -1.21522], [-17.51141, 22.54887, -9.52995], [-8.53880, 18.96938, -10.68089], [-14.56192, 20.72511, -4.09788], [-21.10100, 12.86881, -4.65209], [-8.55138, 18.02878, -13.03929], [-19.37908, 16.05611, -3.80301], [-16.09444, 16.17781, -4.96650], [-12.50839, 19.90904, -3.46055], [-11.37928, 20.89687, -10.78166], [-11.65854, 16.05084, -11.84765], [-21.00134, 16.58523, -5.41668], [-12.70363, 16.17410, -3.49757], [-15.00350, 20.87781, -5.86592], [-23.20604, 14.73781, -0.18467], [-11.36079, 19.97353, -4.73599], [-11.23401, 17.58370, -4.84681], [-8.75306, 17.43537, -9.91676]], "lowdin_charge": [0.094, -0.060, 0.234, -0.016, -0.063, -0.024, 0.001, -0.035, -0.052, 0.114, 0.117, 0.263, 0.109, 0.238, 0.144, 0.289, 0.113, -0.075, -0.160, -0.127, -0.144, -0.471, -0.168, -0.381, -0.031, -0.033, -0.440, -0.193, -0.096, 0.020, -0.023, -0.001, -0.121, -0.123, -0.519, -0.465, -0.025, -0.058, -0.062, -0.469, -0.014, -0.132, -0.434, 0.003, 0.010, -0.136, -0.355, -0.440, -0.405, -0.039, -0.776, 0.088, 0.108, 0.070, 0.039, 0.002, 0.109, 0.045, 0.082, -0.011, 0.089, 0.119, -0.010, 0.078, 0.088, 0.077, 0.137, 0.089, 0.099, 0.052, 0.076, 0.113, 0.060, 0.082, 0.074, 0.084, 0.105, 0.083, 0.116, 0.059, 0.119, -0.010, 0.016, 0.111, 0.074, 0.117, 0.091, 0.118, 0.064, 0.084, 0.112, 0.106, 0.114, 0.106, 0.085, 0.028, 0.092, 0.080, 0.027, 0.106, 0.083, -0.015, 0.089, 0.104, 0.079, 0.072, 0.064, 0.073, 0.117, 0.085, 0.120, 0.099, 0.129, 0.080, 0.077, 0.127, 0.104, 0.087]}